# 1
{"formula": "C15H31IP2Pt", "method": "ωB97M-V with the def2-TZVPD basis set", "elements": ["P", "P", "C", "C", "H", "H", "H", "H", "C", "H", "H", "H", "C", "H", "H", "H", "C", "H", "H", "H", "C", "H", "H", "H", "Pt", "C", "C", "C", "C", "C", "C", "C", "C", "C", "H", "H", "H", "H", "H", "H", "H", "H", "H", "H", "H", "H", "H", "H", "H", "I"], "coordinates": [[0.377467, -2.189454, -1.293970], [-0.338526, 1.300582, -0.805137], [0.006659, -0.895446, -2.685752], [0.659506, 0.415194, -2.356948], [-1.071430, -0.790608, -2.789237], [0.409105, -1.314175, -3.608717], [1.730820, 0.344777, -2.139378], [0.601633, 1.076739, -3.224465], [-2.080693, 1.575286, -1.510256], [-2.542386, 2.501475, -1.117582], [-2.694408, 0.696966, -1.235801], [-1.992926, 1.602903, -2.598343], [0.194641, 2.875125, -1.896890], [-0.245184, 2.790384, -2.890021], [1.288280, 2.868624, -2.002366], [-0.130190, 3.838416, -1.461406], [-0.853977, -3.418265, -1.722402], [-0.703657, -4.281535, -1.077737], [-0.683240, -3.692964, -2.767976], [-1.847717, -2.992108, -1.599813], [2.005628, -2.854862, -1.727509], [2.800515, -2.079823, -1.746725], [1.943116, -3.349730, -2.710913], [2.231542, -3.635006, -0.978380], [-0.050420, 0.064554, 4.870249], [0.880586, 2.100329, 0.396706], [-0.512625, 2.559945, 0.546962], [-1.518204, 1.875152, 1.418284], [-1.399577, 0.340110, 1.256161], [-0.944586, -0.236858, -0.168361], [0.301918, -1.113342, -0.021577], [1.627884, -0.336608, 0.333401], [1.486637, 0.980724, 1.156452], [0.220965, -1.822180, 5.377656], [1.625008, 2.837185, 0.071026], [-0.674278, 3.610872, 0.354102], [-2.500468, 2.293042, 1.247340], [-1.325327, 2.133623, 2.468260], [-0.685254, -0.036705, 1.992629], [-2.376340, -0.061999, 1.489866], [-1.816887, -0.794061, -0.538833], [0.138773, -1.820107, 0.804097], [2.221761, -0.142765, -0.572758], [2.210174, -1.052011, 0.926472], [0.997451, 0.814478, 2.137288], [2.521969, 1.274207, 1.408409], [1.038562, -1.867865, 6.114069], [0.493446, -2.327335, 4.440855], [-0.707312, -2.240786, 5.798287], [-0.318437, 2.575902, 4.640681]], "forces_ev_per_a": [[0.7230, 0.4444, -7.3540], [-0.6699, 2.0024, -6.3306], [0.7431, -1.5618, 1.0882], [-0.0474, 0.4902, -0.4132], [-0.0704, -0.1085, -0.1041], [-0.0566, 0.0518, -0.1473], [-0.4240, 0.0751, -0.0193], [-0.2408, -0.1395, 0.2494], [-0.9925, -0.0552, -0.4504], [0.3555, -0.4810, -0.4231], [0.0485, 0.9153, -0.2005], [-0.1812, 0.1467, 0.0772], [0.7533, 2.5162, -2.0615], [-0.1165, -0.0882, 0.2132], [-0.4262, -0.1410, 0.1091], [0.1079, -0.7623, -0.0591], [0.1045, -0.1491, 1.1694], [-0.3657, -0.2724, -0.0857], [0.0620, 0.1382, 0.1710], [-0.1084, -0.2032, 0.0030], [0.1103, -0.2596, 0.6630], [-0.5554, -0.5188, 0.1100], [-0.0974, 0.2717, 0.3589], [0.2917, 0.3006, -0.3161], [-0.3092, 0.6203, -0.6244], [0.3226, -0.4183, 0.8700], [-0.1594, 0.6726, 2.3155], [0.6464, -0.4323, 0.2938], [-0.5837, -0.4354, 0.5394], [0.6786, -0.5950, 3.8762], [-0.1908, 0.6322, 4.5240], [0.5264, -0.7543, 0.3296], [0.8615, -1.2460, 1.3524], [0.3392, -0.5296, 0.7268], [-0.6341, -0.3482, -0.3139], [-0.2408, -0.1422, -0.1454], [-0.3330, -0.2236, -0.4720], [0.0959, -0.2137, -0.2458], [-0.3786, 0.0014, -0.0020], [-0.1181, -0.3727, 0.1394], [0.6637, 0.7077, -0.6057], [-0.1583, 0.3922, 0.6920], [-0.1979, -0.0520, 0.7179], [0.0540, 0.2727, -0.0659], [0.2964, 0.0273, -0.5257], [-0.3761, -0.1803, -0.1053], [-0.3333, -0.2676, -0.1898], [0.0000, -0.0829, 0.0399], [0.2825, 0.0855, -0.0711], [0.2985, 0.2703, 0.7030]], "mulliken_spin": [0.005, -0.242, 0.001, 0.329, 0.004, 0.013, -0.028, 0.013, 0.306, -0.008, 0.005, 0.000, 0.555, 0.018, 0.003, 0.002, 0.001, 0.000, 0.000, 0.000, 0.000, 0.000, 0.000, 0.000, 1.363, 0.274, 0.498, 0.001, -0.024, 0.097, 0.003, 0.027, 0.043, 0.197, -0.015, -0.016, 0.009, 0.062, 0.078, -0.003, -0.034, 0.003, 0.002, -0.007, 0.024, 0.007, 0.006, 0.019, 0.033, 0.373], "s_squared": 6.02, "total_charge": 2, "homo_lumo_gap_ev": [8.395, 4.981], "de_lowest_kcal_mol": 88.2, "largest_force_ev_per_a": 7.4, "multiplicity": 5, "molar_mass_g_mol": 595.34}



# 2
{"formula": "C4H4ClNOS", "method": "ωB97M-V with the def2-TZVPD basis set", "elements": ["C", "C", "C", "C", "N", "O", "S", "Cl", "H", "H", "H", "H"], "coordinates": [[-0.222585, 1.510174, -0.339217], [1.006858, 1.641043, -0.836390], [-0.040727, -0.343463, 0.675438], [-1.204689, -1.197192, 0.809660], [2.001105, 0.697609, -0.616813], [2.095655, -1.654050, 0.480212], [1.296175, -0.657400, -0.168022], [-2.083871, -1.258203, -0.859963], [-1.084440, 1.991813, -0.080045], [1.108794, 2.415673, -1.604516], [-1.984439, -0.816920, 1.594242], [-0.887838, -2.329082, 0.945418]], "forces_ev_per_a": [[2.2599, -5.5094, 2.8318], [-0.3613, -0.0888, -0.7796], [-2.0497, 5.0443, -2.5038], [-1.2906, -2.0009, 0.2844], [-0.9021, -0.5703, -0.7732], [1.3898, -1.2911, -0.7120], [1.2433, 1.5486, 1.5619], [0.0622, -0.0287, 1.0201], [-1.9602, 1.3342, -0.0515], [0.8018, 0.0663, 0.5066], [1.6071, -0.8819, -1.5442], [-0.8002, 2.3777, 0.1596]], "lowdin_charge": [0.095, -0.319, -0.343, -0.563, -0.178, -0.369, 0.849, 0.453, 0.034, 0.114, 0.113, 0.113], "total_charge": 0, "homo_lumo_gap_ev": [7.514, 7.512], "de_lowest_kcal_mol": 150.1, "largest_force_ev_per_a": 6.6, "molar_mass_g_mol": 149.60}



# 3
{"formula": "C18H47BeBrCaClF2MgN3O7P2", "method": "ωB97M-V with the def2-TZVPD basis set", "elements": ["C", "O", "C", "C", "C", "C", "P", "C", "C", "C", "C", "N", "C", "C", "C", "N", "O", "H", "H", "H", "H", "H", "H", "H", "H", "H", "H", "H", "H", "H", "H", "H", "H", "H", "H", "H", "H", "H", "H", "H", "H", "H", "H", "H", "F", "N", "H", "H", "H", "H", "Cl", "O", "P", "O", "C", "C", "O", "C", "C", "O", "C", "C", "H", "H", "H", "H", "H", "H", "H", "H", "H", "H", "H", "H", "H", "H", "H", "Be", "F", "Ca", "Br", "O", "H", "Mg"], "coordinates": [[-1.470826, 1.172570, -0.748770], [-2.318690, 0.943948, -1.774641], [-2.121107, -0.251807, -2.428205], [-0.964994, -0.173013, -3.383135], [-0.062075, -1.343904, -3.429410], [0.458006, -1.942825, -2.122888], [2.203664, -1.941920, -2.599040], [3.100379, -0.681892, -1.674688], [2.220460, 0.528861, -1.389620], [1.606908, 1.099189, -2.600703], [2.456949, 1.789234, -3.611373], [2.020391, 1.285636, -4.863339], [2.952389, -3.482653, -2.189604], [3.539613, -3.428499, -0.903364], [4.132975, -4.597256, -0.552548], [4.971747, -4.290609, 0.476879], [4.130697, -5.575845, -1.060887], [-1.959704, 1.731658, -0.031828], [-0.618308, 1.734642, -1.031998], [-1.126459, 0.283024, -0.273395], [-2.048209, -1.037471, -1.711669], [-2.989686, -0.411863, -2.979244], [-1.351168, -0.099035, -4.342417], [-0.471127, 0.711499, -3.179040], [0.795771, -1.061854, -3.932114], [-0.524688, -2.074084, -4.031339], [0.113871, -2.934391, -1.961989], [0.236097, -1.399717, -1.254364], [3.378632, -1.074493, -0.753618], [4.030376, -0.367471, -2.245817], [2.894018, 1.299433, -0.909148], [1.471892, 0.361661, -0.682799], [0.926520, 1.812325, -2.258793], [1.059231, 0.398836, -3.143763], [2.283341, 2.812269, -3.612061], [3.493647, 1.641293, -3.435020], [2.645344, 0.469583, -5.319258], [1.913218, 2.030378, -5.536828], [2.226564, -4.276302, -2.242805], [3.723930, -3.700114, -2.871059], [4.372945, -2.818678, -0.979769], [2.905020, -3.080858, -0.139642], [5.471179, -5.119320, 0.826075], [4.380728, -3.874478, 1.231449], [5.255315, -2.107205, -1.848707], [5.665831, -1.034237, -4.469914], [6.253281, -1.859426, -4.525885], [5.910358, -0.387294, -5.220641], [4.670984, -1.301438, -4.532091], [5.815663, -0.537093, -3.470060], [4.280441, 0.417103, -5.760506], [-5.020528, 1.287540, 2.687128], [-5.065482, 2.044490, 3.928106], [-4.042631, 3.284202, 3.713851], [-4.426037, 4.348701, 2.822513], [-5.623047, 5.136003, 3.317584], [-4.213401, 1.043562, 4.884419], [-3.828556, -0.253641, 4.468645], [-2.471940, -0.227988, 3.813709], [-5.821839, 2.673028, 5.166547], [-6.118044, 1.968704, 6.404506], [-5.017518, 2.069332, 7.423223], [-4.626082, 3.933186, 1.829873], [-3.564391, 5.006406, 2.740553], [-6.516710, 4.510223, 3.366593], [-5.835924, 5.967765, 2.647465], [-5.443934, 5.521751, 4.317302], [-4.576929, -0.697609, 3.819173], [-3.792389, -0.877857, 5.364095], [-2.394303, 0.554192, 3.065057], [-2.250053, -1.184208, 3.341821], [-1.683991, -0.020124, 4.559152], [-6.378257, 0.934852, 6.195122], [-7.005518, 2.442955, 6.820342], [-4.041753, 1.776247, 7.047937], [-5.254838, 1.439142, 8.278737], [-4.916971, 3.097156, 7.765797], [4.980440, -0.351030, -1.901838], [0.941039, 0.471452, -5.290664], [5.597203, -3.031684, 2.035612], [5.005571, 1.240696, -1.244675], [-0.051897, -1.391612, 5.311512], [-0.279623, -1.530308, 6.254094], [1.796994, -5.441618, -3.467896]], "forces_ev_per_a": [[0.8346, -0.1964, 0.2787], [-1.5605, 0.5907, -0.7930], [0.3111, 0.2018, -0.1514], [-1.2238, -1.2701, 0.9629], [-1.4805, -0.1167, 1.1003], [0.8143, 0.1711, -0.9623], [0.4879, 0.1040, -2.8572], [-2.0385, 0.1864, -0.1310], [2.8069, 1.2260, -0.2796], [0.5174, 0.8013, 0.7496], [-1.3558, -1.0701, 1.8461], [0.8837, -1.2183, -5.0681], [-0.8913, 0.4491, 0.0211], [-3.0249, 1.5431, 0.7004], [0.5151, 5.0197, 3.4108], [2.4401, -0.7238, 3.9040], [0.0662, -10.5430, -5.2272], [-1.0950, 1.2378, 1.6558], [1.2075, 0.7521, -0.4641], [0.2505, -1.0974, 0.5178], [0.2621, -0.9243, 0.6892], [-1.6646, -0.4652, -0.8398], [-0.8017, 0.4903, -1.9373], [0.4211, 1.5797, 0.3221], [0.9183, 0.2520, -1.5649], [-0.4667, -1.2889, -0.6067], [-0.2166, -1.0109, 0.1284], [-0.3824, 0.9296, 1.2125], [1.1827, -0.4918, 1.8176], [-11.2094, -0.7437, -3.8101], [-1.5845, -0.8431, -0.3875], [-1.1438, -0.9405, 1.1808], [-1.3354, 1.0617, 0.4560], [-0.2872, -0.9308, -0.0261], [-0.2829, 1.9536, 0.0515], [0.9667, -0.5589, -0.8045], [1.2658, 2.1098, 0.7607], [0.3301, 0.2117, -0.4774], [-0.1316, 0.9014, 0.9425], [0.7839, -0.4374, -1.2736], [0.5717, 1.1908, 0.6079], [-1.1350, 0.5319, 1.2497], [-0.2939, -0.3557, 0.1083], [-2.4997, -2.5526, -2.1034], [2.4930, 4.4386, -1.6889], [2.0069, -1.1920, 4.3400], [0.3599, -0.4793, 0.5293], [-0.2426, 0.2893, -0.0894], [0.4061, 0.2196, -0.3056], [0.4327, -1.4717, -3.6653], [-0.6311, 1.5482, -2.5000], [-3.1270, 0.0159, -2.0343], [5.7387, -0.3560, 2.8838], [-0.7502, 0.4096, -0.1873], [-0.0582, -0.0257, -0.1453], [-0.0870, -0.1841, 0.0706], [-0.1682, 0.0853, 0.3880], [0.2440, -0.2596, -0.0215], [0.5158, 0.0041, 0.1773], [-1.7603, 0.1176, -0.6721], [-0.5755, -0.3110, 0.0945], [0.5556, 0.4290, 0.0517], [0.0240, -0.0527, 0.0318], [0.1604, -0.0780, 0.0828], [-0.0145, 0.0269, -0.0488], [0.0466, 0.0213, -0.0490], [0.0441, 0.0730, 0.0773], [-0.0963, 0.1153, -0.2006], [0.0069, 0.1168, 0.1150], [-0.2215, 0.1423, -0.2085], [0.0540, -0.0824, 0.0638], [-0.1147, -0.2065, -0.1331], [0.0927, -0.0717, -0.1465], [-0.0991, 0.1040, -0.2805], [-0.1214, -0.1722, -0.1413], [-0.1413, 0.0130, 0.0525], [-0.0913, 0.0884, 0.1360], [8.4946, -8.0215, 3.1748], [-1.9438, 0.6845, 1.6656], [3.5272, 3.2817, 3.2465], [3.9826, 7.1014, 2.5530], [0.1565, -0.1268, 0.2638], [0.0896, 0.0887, -0.4730], [-0.9201, -2.0394, -1.9165]], "lowdin_charge": [-0.111, -0.109, -0.197, -0.171, -0.290, -0.236, 1.056, -0.401, -0.232, -0.205, -0.131, -0.014, -0.491, -0.294, -0.671, -0.063, 0.232, 0.085, 0.064, 0.087, 0.122, 0.122, 0.111, 0.067, -0.015, 0.124, 0.076, 0.066, 0.066, -0.094, 0.040, 0.108, 0.107, 0.028, 0.136, 0.056, -0.041, 0.184, -0.188, 0.057, 0.019, 0.143, 0.127, -0.064, -0.296, 0.084, 0.142, -0.014, 0.039, 0.118, 0.308, -0.212, 0.476, -0.194, -0.277, -0.083, -0.236, -0.280, -0.081, -0.184, -0.231, -0.068, 0.110, 0.113, 0.070, 0.081, 0.083, 0.108, 0.123, 0.065, 0.074, 0.059, 0.117, 0.121, 0.071, 0.086, 0.081, -0.346, 0.022, 1.399, 0.897, -0.216, -0.032, 0.639], "total_charge": 2, "homo_lumo_gap_ev": 2.041, "largest_force_ev_per_a": 12.1, "molar_mass_g_mol": 706.28}



# 4
{"formula": "CH3N2O4", "method": "ωB97M-V with the def2-TZVPD basis set", "elements": ["C", "N", "N", "O", "O", "O", "O", "H", "H", "H"], "coordinates": [[-2.392136, -0.118551, 0.316718], [0.992288, -0.016266, -0.441600], [2.192825, 0.178034, 0.042106], [2.813751, -0.729029, 0.600972], [2.617380, 1.352919, -0.087844], [-3.415301, 0.491871, 0.487098], [0.336859, -1.136603, -0.490433], [-1.587131, -0.158790, 1.063507], [-2.164459, -0.684325, -0.595971], [0.605927, 0.820742, -0.894550]], "forces_ev_per_a": [[0.2539, -0.1499, 0.0284], [-0.5146, 0.4799, -0.3963], [-0.4438, 0.1312, -0.0683], [-0.0911, -0.3046, -0.0375], [0.4946, 0.6636, 0.0018], [-0.2125, 0.1099, 0.0011], [-0.1377, -0.6333, 0.1530], [0.0592, 0.0445, 0.1121], [-0.0481, -0.0359, -0.1410], [0.6402, -0.3054, 0.3468]], "lowdin_charge": [-0.159, -0.178, -0.503, -0.040, -0.120, -0.043, -0.250, 0.073, 0.066, 0.154], "total_charge": -1, "homo_lumo_gap_ev": 6.827, "de_lowest_kcal_mol": 77.6, "largest_force_ev_per_a": 0.8, "molar_mass_g_mol": 107.04}